1.
Below is 3 unconnected molecules or ions with the total composition C19H29BN4O5P2 at a distorted geometry, with properties calculated with the ωB97M-V functional and the def2-TZVPD basis.

Geometry as XYZ:
```
60
Properties=species:S:1:pos:R:3:forces:R:3
C -2.98115 -0.99122 -4.96868 0.2 0.4 0.1
C -1.85491 -0.84391 -3.93135 -0.8 -0.8 -0.4
B -0.47963 -1.41889 -4.39766 0.3 -0.2 -0.1
O -0.22256 -1.64451 -5.73604 -0.4 0.8 0.2
C 0.62976 -1.62960 -3.30489 0.4 0.0 -0.4
C 0.35297 -2.23736 -2.08070 -0.1 0.1 0.1
C 1.29371 -2.15052 -1.08309 0.3 -0.1 0.0
C 2.49058 -1.45232 -1.24948 -0.2 -0.1 0.0
C 2.77895 -0.80902 -2.44729 0.4 -0.4 0.2
P 4.08599 0.41758 -2.83802 0.4 0.3 -0.3
N 4.63658 0.78737 -1.27029 -0.5 0.2 -0.1
O 3.09422 1.67839 -3.25548 0.2 -0.5 0.0
C 1.88868 -1.04301 -3.49406 -0.4 0.0 0.1
C 3.23646 -1.64044 0.04193 0.2 0.1 0.3
O 4.40822 -1.76457 0.23442 -0.3 0.4 0.0
N 2.21568 -1.88962 1.06211 -0.1 -0.6 -0.5
P 1.77779 -0.51597 2.03056 0.5 0.3 0.3
C 0.77475 0.56794 0.90238 -0.3 0.0 0.0
O 0.58202 -1.22382 2.88553 0.1 0.1 -0.1
C 1.20890 -2.62239 0.32981 0.0 0.1 0.0
O 0.51786 -3.48947 0.77387 -0.2 0.3 0.1
H -2.77648 -0.37298 -5.84335 0.0 -0.1 0.0
H -3.05751 -2.02153 -5.31380 -0.1 0.0 0.0
H -3.94158 -0.67834 -4.55798 0.0 -0.1 0.0
H -2.17332 -1.32877 -3.00228 0.1 0.1 0.1
H -1.68646 0.20779 -3.68116 0.1 0.1 0.1
H 0.58108 -1.20488 -6.02988 0.3 -0.6 -0.1
H -0.58060 -2.75525 -1.90037 -0.1 0.1 0.0
H 3.88377 0.87077 -0.59081 0.1 0.0 0.1
H 5.09092 1.69416 -1.30857 0.3 -0.1 0.1
H 2.25945 1.69398 -2.75847 -0.1 0.2 0.0
H 2.18251 -0.69712 -4.48138 -0.2 0.3 0.0
H 0.63264 0.19181 -0.11092 0.1 0.0 0.0
H 1.24245 1.55165 0.84608 0.1 0.0 0.0
H -0.22629 0.70347 1.32449 0.0 0.0 0.0
H -0.12733 -0.59012 3.07361 -0.2 -0.3 0.2
C -2.34458 3.24894 -0.11696 0.0 0.0 0.0
C -2.16504 4.16028 -1.32514 0.0 0.0 0.2
C -1.83475 3.38629 -2.60771 -0.1 0.1 0.1
C -0.58917 2.63540 -2.47242 -0.2 0.0 -0.1
N 0.38619 2.04903 -2.34574 0.1 -0.1 0.1
H -1.42610 2.70476 0.10898 0.0 0.0 0.0
H -2.60897 3.82987 0.76583 0.0 0.0 0.0
H -3.13774 2.51888 -0.28805 0.0 0.0 0.0
H -1.37149 4.88293 -1.12797 0.0 0.0 0.0
H -3.07926 4.72970 -1.49759 0.0 0.0 -0.1
H -1.72921 4.06592 -3.45397 0.0 0.0 0.0
H -2.63355 2.67964 -2.84236 0.0 0.0 0.0
C -1.08434 -2.46901 7.43574 0.0 0.0 0.0
C -0.08040 -1.32615 7.35486 0.0 -0.1 0.0
C -0.70610 -0.01914 6.85023 0.1 -0.2 0.1
C -1.25395 -0.17379 5.50529 0.0 0.2 0.3
N -1.67971 -0.29363 4.44936 -0.1 0.1 -0.4
H -1.48805 -2.71168 6.45196 0.0 0.0 0.0
H -0.60903 -3.36776 7.82655 0.0 0.0 0.0
H -1.91809 -2.21612 8.09375 0.0 0.0 0.0
H 0.74331 -1.60566 6.69627 0.0 0.0 0.0
H 0.34744 -1.13873 8.34076 0.0 0.1 0.0
H 0.03781 0.77776 6.81901 0.0 0.0 0.0
H -1.51333 0.30301 7.51053 0.0 0.0 0.0
```
Forces are in eV/Å.

## Properties
Highest occupied orbital energy = -8.47 eV
Lowest unoccupied orbital energy = -0.0055 Ha
Electronic energy = -2044.28581 Ha
Frontier orbital gap = 8.325 eV
Structure (SMILES) = CCB(O)c1cc2c(c(P(N)O)c1)C(=O)N(P(C)O)C2=O.CCCC#N.CCCC#N


2.
Below is a molecular structure, C20H23F3N4O2RhS2 at a distorted geometry, with properties calculated with the ωB97M-V functional and the def2-TZVPD basis.

Geometry as XYZ:
```
55
Properties=species:S:1:pos:R:3:forces:R:3
Rh 0.21185 -1.06180 -0.39484 1.3 -0.5 -0.9
F 3.63872 -3.20008 -4.81255 0.0 0.0 -0.1
C 3.80062 -2.95047 -3.50656 -0.1 0.0 0.0
F 4.07959 -1.65481 -3.37249 0.0 0.1 0.0
F 4.87436 -3.63977 -3.10306 0.1 -0.1 0.1
C 2.58215 -3.38031 -2.72612 0.1 -0.2 0.1
C 2.39722 -4.73801 -2.52961 0.0 0.1 0.0
C 1.31912 -5.20261 -1.78542 0.0 0.0 0.0
C 0.47016 -4.27417 -1.23126 0.0 0.0 0.0
N 0.62957 -2.96485 -1.44210 -0.7 0.2 0.5
C 1.64433 -2.50158 -2.18002 0.1 0.1 -0.4
S 1.56604 -0.76496 -2.30021 -0.7 0.3 0.6
H 3.10952 -5.43463 -2.95458 0.0 0.0 0.0
H 1.15028 -6.25940 -1.63854 0.0 0.0 0.0
H -0.37072 -4.57125 -0.61995 0.0 0.0 0.0
C -4.72155 1.49686 0.89557 0.1 0.0 0.0
C -3.51027 1.27204 1.79024 -0.1 0.1 -0.2
N -2.33453 2.04522 1.37493 0.0 0.0 0.0
C -2.24474 3.42234 1.88361 0.1 0.0 0.1
C -1.58847 3.49936 3.25322 0.0 0.0 0.0
C -1.35582 1.56081 0.61304 -0.4 -0.4 0.0
S -1.73341 0.12932 -0.33739 0.6 -0.4 -0.3
N -0.25276 2.24737 0.47692 0.1 0.5 0.0
C 0.92330 1.77282 0.14512 0.2 0.0 0.2
O 1.28002 0.54492 0.22564 -0.7 -0.1 0.2
C 1.95974 2.74305 -0.26472 0.1 -0.1 0.0
C 3.08122 2.28263 -0.95148 0.1 0.0 0.0
C 4.03102 3.18374 -1.40447 0.0 0.0 0.0
C 3.87323 4.53965 -1.15328 0.0 0.0 0.0
C 2.76781 4.99782 -0.44428 0.0 0.0 0.0
C 1.81075 4.10268 -0.00037 0.0 0.0 0.0
H -5.58584 0.97429 1.30589 0.0 0.0 0.0
H -4.53487 1.11966 -0.11135 0.0 0.0 0.0
H -4.96812 2.55675 0.82386 0.0 0.0 0.0
H -3.24036 0.21944 1.80582 0.0 0.0 0.0
H -3.73456 1.57273 2.81395 0.0 0.0 0.0
H -3.26061 3.81652 1.91226 0.0 0.0 0.0
H -1.67235 3.99990 1.16264 -0.1 0.0 0.0
H -2.10476 2.87060 3.98031 0.0 0.0 0.0
H -1.61931 4.52693 3.61604 0.0 0.0 0.0
H -0.54665 3.18460 3.19262 0.0 0.0 0.0
H 3.19659 1.22264 -1.13161 0.0 0.0 0.0
H 4.89824 2.82998 -1.94672 0.0 0.0 0.0
H 4.61835 5.24252 -1.50388 0.0 0.0 0.0
H 2.65924 6.05444 -0.23994 0.0 0.0 0.0
H 0.95069 4.44382 0.55974 0.0 0.0 0.0
C -1.85519 -4.09875 2.29569 0.0 0.0 0.0
C -1.63383 -3.13230 1.17080 0.0 0.0 0.1
N -2.54382 -3.10777 0.19150 0.0 0.0 -0.1
O -0.62118 -2.41608 1.17343 0.0 0.4 0.1
H -2.78045 -4.66057 2.18565 0.0 0.0 0.0
H -1.87039 -3.54723 3.23472 0.0 0.0 0.0
H -1.01321 -4.78921 2.34015 0.0 0.0 0.0
H -3.37172 -3.67634 0.22892 0.0 0.0 0.0
H -2.45423 -2.44854 -0.56549 0.0 0.0 0.0
```
Forces are in eV/Å.

## Properties
Highest occupied orbital energy = -11.43 eV
Lowest unoccupied orbital energy = -0.1682 Ha
Electronic energy = -2351.80113 Ha
Frontier orbital gap = 6.853 eV
Net charge = +1
Energy relative to the best compared isomer or geometry (same formula, charge and spin) = 1.692 eV


3.
Below is C3H4NOP in the gas phase at a distorted geometry, with properties calculated with the ωB97M-V functional and the def2-TZVPD basis.

Geometry as XYZ:
```
10
Properties=species:S:1:pos:R:3:forces:R:3
C -0.93323 -0.02569 -1.35386 2.8 -1.2 -0.7
C -2.04875 -0.39005 0.36094 -0.7 0.1 0.6
C -0.00591 -0.44654 -0.37892 -2.4 1.7 -1.4
N -2.17809 -0.09044 -0.87006 -1.5 0.6 -0.3
O -0.80956 -0.54610 0.79114 1.8 -0.8 -0.7
P 1.80330 -0.44492 -0.38320 0.8 -0.1 -0.5
H -0.77726 0.22102 -2.43387 0.2 -0.3 1.3
H -2.86897 -0.50533 1.04154 0.1 -0.1 0.4
H 2.09988 -0.23751 -1.82730 -0.8 0.0 1.3
H 2.04298 -1.83828 -0.53473 -0.1 0.1 0.1
```
Forces are in eV/Å.

## Properties
Highest occupied orbital energy = -8.91 eV
Lowest unoccupied orbital energy = 0.0328 Ha
Electronic energy = -588.01108 Ha
Frontier orbital gap = 9.806 eV
Energy relative to the best compared isomer or geometry (same formula, charge and spin) = 0.417 eV
Structure (SMILES) = Pc1cnco1


4.
Below is 11 unconnected molecules or ions with the total composition C75H77FN11O7P at a distorted geometry, with properties calculated with the ωB97M-V functional and the def2-TZVPD basis.

Geometry as XYZ:
```
172
Properties=species:S:1:pos:R:3:forces:R:3
C 5.85087 0.28120 -0.96562 0.3 -0.4 -0.2
C 5.72928 -0.95985 -1.88302 0.4 0.4 0.8
C 4.80326 -1.99330 -1.21079 0.0 -0.1 -0.4
F 3.89165 -1.36552 -0.34890 -0.1 0.0 -0.2
C 3.95659 -2.83144 -2.16130 0.6 -0.3 0.4
C 3.05824 -2.35423 -3.02487 -1.0 0.0 -0.6
P 2.70947 -0.51389 -3.18205 0.6 0.8 0.1
O 2.04838 -0.34334 -4.68377 -0.3 -0.3 1.0
O 1.41508 -0.34996 -2.16514 0.3 -0.7 -0.7
C 2.28666 -3.36133 -3.85537 0.3 -0.1 0.1
O 1.98413 -3.18353 -5.01753 -0.2 0.2 0.6
C 1.94982 -4.64354 -3.12881 0.2 0.5 0.0
C 0.75495 -5.30433 -3.31755 -0.4 0.4 -0.6
C 0.47593 -6.44814 -2.60353 -0.5 -0.7 -0.6
C -0.84653 -7.18365 -2.72009 0.5 0.5 1.5
C -1.69032 -6.77986 -1.45870 -0.6 -0.1 -0.7
C -2.80894 -5.73534 -1.75353 0.1 -0.7 1.2
N -2.62304 -4.45789 -1.04793 -0.4 0.6 -1.0
C -2.11610 -3.44739 -1.99629 0.6 0.1 0.5
C -1.88306 -2.05753 -1.43235 -0.4 -0.3 0.1
C -1.12307 -1.86350 -0.29018 0.4 -1.0 0.2
C -0.84176 -0.61895 0.21506 0.2 0.7 0.6
C -1.34024 0.51002 -0.41098 -0.1 0.0 -0.2
C -2.09707 0.34488 -1.55358 -0.1 0.5 -0.1
C -2.36603 -0.91562 -2.05384 0.1 -0.2 -0.5
O -3.10766 -1.05636 -3.21696 -0.1 -0.1 -0.1
C 1.42441 -6.93404 -1.72074 0.2 -0.4 0.6
C 2.63521 -6.30371 -1.50939 0.3 0.2 -0.4
C 3.63088 -6.84637 -0.51424 -0.2 -1.0 0.8
C 3.48867 -6.09797 0.81000 0.4 1.3 0.2
O 3.86404 -4.95828 0.91451 -0.2 -0.6 -0.1
O 2.91289 -6.71806 1.91329 -0.1 -0.4 -1.0
C 2.87751 -5.13699 -2.23005 1.1 0.5 0.4
C 4.15006 -4.33165 -2.05563 -0.2 -0.1 -0.2
O 5.23952 -4.82667 -1.86470 -0.3 0.3 0.0
H 4.95704 0.90302 -1.02303 0.1 -0.1 0.2
H 6.75792 0.84526 -1.20832 -0.4 -0.1 -0.2
H 6.01472 -0.09234 0.05129 -0.2 0.3 0.0
H 6.73944 -1.38480 -1.92698 -0.2 -0.2 -0.2
H 5.42862 -0.69335 -2.89474 -0.1 -0.1 0.1
H 5.39001 -2.66807 -0.58181 0.0 0.1 -0.1
H 1.11832 -0.60870 -4.61396 0.1 -0.1 -0.5
H 0.97715 -1.19497 -1.98436 -0.2 0.2 0.2
H 0.02935 -4.88438 -4.00971 0.1 -0.2 0.0
H -0.65332 -8.25443 -2.62648 0.0 0.1 -0.5
H -1.36339 -6.94302 -3.64848 0.0 -0.2 0.1
H -1.03608 -6.37822 -0.67868 0.0 -0.1 -0.1
H -2.14713 -7.67847 -1.03008 0.0 0.1 -0.1
H -2.90863 -5.59519 -2.83171 0.0 0.2 0.1
H -3.75221 -6.16280 -1.39235 0.1 0.0 -0.2
H -2.00700 -4.57430 -0.25513 0.0 0.0 -0.1
H -2.82540 -3.38383 -2.82119 0.2 0.0 0.0
H -1.12819 -3.78747 -2.35439 -0.2 0.1 -0.4
H -0.71041 -2.74847 0.19448 0.0 0.2 0.1
H -0.22451 -0.48428 1.09711 0.0 -0.2 -0.1
H -1.15634 1.50720 -0.03205 0.0 -0.1 0.1
H -2.47624 1.21486 -2.08194 -0.1 -0.1 0.0
H -2.60931 -0.69794 -3.95785 -0.1 0.1 0.0
H 1.20811 -7.82907 -1.13934 0.0 0.0 -0.2
H 3.43418 -7.91332 -0.36696 0.0 0.2 0.1
H 4.66746 -6.74903 -0.83017 -0.2 0.2 -0.1
H 1.98713 -6.43926 1.92004 0.0 0.0 0.3
N -2.49866 3.29092 1.24601 -0.1 0.2 0.1
C -3.25786 4.11476 0.52153 0.0 -0.1 -0.1
C -3.67598 5.36237 0.95786 0.1 -0.1 0.0
C -3.28959 5.78234 2.22102 -0.1 0.0 0.2
C -2.50232 4.93871 2.99047 0.0 -0.1 -0.1
C -2.13592 3.71176 2.45878 0.1 -0.1 0.0
H -3.54083 3.74475 -0.45894 0.0 0.0 0.0
H -4.28944 5.98954 0.32475 0.0 0.0 0.0
H -3.59760 6.75250 2.59777 0.1 -0.1 -0.1
H -2.17909 5.22630 3.98206 0.0 0.0 0.0
H -1.51898 3.02158 3.02540 0.0 0.0 0.0
N 9.26179 -7.79153 1.42711 -0.1 0.0 0.1
C 8.27672 -7.03755 0.94041 0.1 0.0 -0.1
C 7.03550 -6.90768 1.54559 -0.1 -0.1 0.0
C 6.80063 -7.60263 2.72044 -0.1 0.0 0.0
C 7.81172 -8.39388 3.24157 0.0 0.0 0.0
C 9.01773 -8.45153 2.55948 0.1 0.0 -0.1
H 8.50222 -6.51276 0.01813 -0.1 0.0 0.0
H 6.27432 -6.27586 1.10670 0.1 0.1 0.0
H 5.84361 -7.52755 3.22268 0.0 0.0 0.0
H 7.66996 -8.95310 4.15630 0.0 0.0 0.0
H 9.83820 -9.05506 2.93238 0.0 0.0 0.0
N 9.04402 0.88199 -1.09210 0.5 0.1 -0.1
C 9.90724 0.04310 -1.66571 -0.2 -0.1 0.0
C 11.21004 0.38252 -1.99634 0.0 0.0 0.0
C 11.64311 1.66873 -1.71930 0.1 0.0 0.0
C 10.76223 2.55693 -1.12521 0.0 0.0 0.0
C 9.48134 2.11407 -0.83263 -0.2 0.0 0.0
H 9.52476 -0.95239 -1.86676 0.1 0.0 0.0
H 11.86634 -0.34218 -2.45864 0.0 0.0 0.0
H 12.65288 1.97441 -1.96285 0.0 0.0 0.0
H 11.06009 3.57018 -0.89279 0.0 0.0 0.0
H 8.75875 2.77454 -0.36396 0.0 0.0 0.0
N 2.39372 -6.97344 -6.83021 0.2 0.0 0.0
C 3.33694 -7.71303 -7.41305 -0.1 0.0 0.0
C 4.60441 -7.24307 -7.72140 0.0 0.0 0.0
C 4.91028 -5.92802 -7.41055 0.1 0.0 0.0
C 3.94382 -5.14091 -6.80635 0.0 0.0 0.0
C 2.70767 -5.70902 -6.53700 -0.2 -0.3 0.0
H 3.05310 -8.73501 -7.64121 0.1 0.0 0.0
H 5.33121 -7.89073 -8.19277 0.0 0.0 0.0
H 5.88865 -5.52227 -7.63634 0.0 0.0 0.0
H 4.14090 -4.10908 -6.54826 -0.1 0.0 0.0
H 1.92600 -5.13358 -6.06472 0.0 0.1 0.0
N -8.81801 -4.61698 -0.90501 0.2 0.0 0.0
C -8.28483 -3.43915 -0.58090 -0.1 -0.1 0.0
C -6.92668 -3.16914 -0.64707 -0.1 0.2 0.1
C -6.07352 -4.16836 -1.06352 0.3 -0.2 -0.1
C -6.60491 -5.40473 -1.40182 -0.1 0.1 0.0
C -7.97815 -5.57306 -1.30722 -0.1 0.0 0.0
H -8.98782 -2.68196 -0.25163 0.1 0.0 0.0
H -6.53904 -2.19715 -0.37334 -0.1 0.0 0.0
H -5.00670 -3.98284 -1.11848 0.0 -0.1 0.0
H -5.97335 -6.21773 -1.73260 0.0 0.0 0.0
H -8.44102 -6.51997 -1.56514 0.1 0.0 0.0
N -3.56573 8.88608 2.64490 0.0 0.5 0.1
C -2.35628 9.38573 2.39025 0.0 -0.2 0.0
C -2.02580 10.72262 2.54804 0.0 0.0 0.0
C -3.00774 11.59337 2.99275 0.0 0.1 0.0
C -4.27112 11.09431 3.26206 0.0 0.0 0.0
C -4.49732 9.74039 3.07402 -0.2 -0.2 0.0
H -1.62013 8.66799 2.04111 0.0 0.0 0.0
H -1.02613 11.07113 2.32740 0.0 0.0 0.0
H -2.79214 12.64592 3.12744 0.0 0.0 0.0
H -5.06527 11.74126 3.60925 0.0 0.0 0.0
H -5.47177 9.30447 3.27490 0.0 0.0 0.0
N -6.30884 14.34127 2.75129 -0.2 0.0 0.0
C -6.97014 14.28431 3.90770 0.2 0.0 0.0
C -8.35313 14.27611 4.00622 0.0 0.0 0.0
C -9.09407 14.33361 2.83710 -0.1 0.0 0.0
C -8.42661 14.39471 1.62517 0.0 0.0 0.0
C -7.03998 14.39412 1.63820 0.2 0.0 0.0
H -6.35012 14.24338 4.79716 -0.1 0.0 0.0
H -8.83501 14.22656 4.97330 0.0 0.0 0.0
H -10.17641 14.33073 2.87006 0.0 0.0 0.0
H -8.96734 14.44111 0.68991 0.0 0.0 0.0
H -6.47612 14.43694 0.71284 -0.1 0.0 0.0
N 7.41515 -1.37112 2.38021 0.1 -0.1 0.0
C 8.60459 -0.96846 1.93376 -0.1 0.1 0.0
C 9.68560 -1.81704 1.74708 0.0 0.0 0.0
C 9.52449 -3.16009 2.04598 0.1 -0.1 0.0
C 8.29636 -3.59827 2.51396 0.0 0.0 0.0
C 7.27883 -2.66734 2.66014 -0.1 0.1 0.0
H 8.68399 0.09048 1.71481 0.1 0.0 -0.1
H 10.62766 -1.43366 1.37778 0.0 0.0 0.0
H 10.34400 -3.85657 1.91600 0.0 0.0 0.0
H 8.12988 -4.63757 2.75892 0.0 0.0 0.0
H 6.29924 -2.96619 3.01880 0.0 -0.1 0.0
N -7.97350 8.44410 3.74850 -0.1 0.0 0.1
C -8.54476 7.32460 4.19100 0.1 0.0 -0.1
C -9.74356 7.29450 4.88682 0.0 0.0 0.0
C -10.38482 8.49544 5.14123 -0.1 0.0 0.0
C -9.80645 9.67085 4.69111 0.0 0.0 0.0
C -8.60663 9.58955 4.00190 0.2 0.0 -0.1
H -8.00618 6.40903 3.97169 0.0 0.0 0.0
H -10.16202 6.35472 5.22007 0.0 0.0 0.0
H -11.32233 8.51514 5.68254 0.0 0.0 0.0
H -10.27432 10.62958 4.86926 0.0 0.0 0.0
H -8.11931 10.48470 3.62787 -0.1 0.0 0.0
N -6.98534 -0.81363 2.35108 -0.3 -0.2 0.0
C -5.78892 -0.29441 2.10891 0.1 -0.5 -0.1
C -5.47608 1.03499 2.28410 0.1 0.4 0.1
C -6.47025 1.88628 2.74326 -0.1 0.0 0.0
C -7.73007 1.36151 3.00849 0.1 0.0 -0.1
C -7.93714 0.00294 2.79487 0.1 0.2 0.0
H -5.04202 -0.99550 1.74799 0.0 0.1 0.0
H -4.47832 1.39132 2.06031 0.0 0.1 0.0
H -6.26790 2.93987 2.89272 0.0 0.0 0.0
H -8.53395 1.99053 3.36666 0.0 0.0 0.0
H -8.90326 -0.45398 2.97986 0.0 0.1 0.0
```
Forces are in eV/Å.

## Properties
Highest occupied orbital energy = -8.70 eV
Lowest unoccupied orbital energy = -0.0375 Ha
Electronic energy = -4474.31438 Ha
Frontier orbital gap = 7.684 eV
Structure (SMILES) = CC[C@@H](F)C1=C(P(O)O)C(=O)c2cc(CCCNCc3ccccc3O)cc(CC(=O)O)c2C1=O.c1ccncc1.c1ccncc1.c1ccncc1.c1ccncc1.c1ccncc1.c1ccncc1.c1ccncc1.c1ccncc1.c1ccncc1.c1ccncc1


Q: The highest electronic energy belongs to which entry?
A: C3H4NOP


Q: Which of these has the highest electronic energy?
A: C3H4NOP


Q: Which of these has the lowest electronic energy?
A: C75H77FN11O7P


Q: Which of these has the lowest frontier orbital gap?
A: C20H23F3N4O2RhS2